{
  "formula": "C16H23NO4",
  "method": "ωB97M-V with the def2-TZVPD basis set",
  "gap_ev": 9.51,
  "e_homo_ev": -8.80,
  "smiles": "CCCCCOc1ccccc1C(=O)NCCCC(=O)O",
  "multiplicity": 1,
  "total_charge": 0,
  "lumo_ev": 0.714,
  "e_tot_ha": -979.2453,
  "species": ["O", "O", "O", "O", "N", "C", "C", "C", "C", "C", "C", "C", "C", "C", "C", "C", "C", "C", "C", "C", "C", "H", "H", "H", "H", "H", "H", "H", "H", "H", "H", "H", "H", "H", "H", "H", "H", "H", "H", "H", "H", "H", "H", "H"],
  "coordinates": [[-2.147, -2.838, -2.026], [-0.759, -4.833, 4.199], [-0.032, 0.528, -1.026], [0.343, -3.036, 3.480], [-0.555, -2.073, -0.626], [-0.389, 0.345, -2.331], [-1.304, -2.002, -1.748], [1.183, 2.984, 1.528], [-1.390, -1.068, -4.004], [-0.643, -3.722, 3.460], [-0.816, -3.045, 0.406], [-1.892, -3.461, 2.656], [0.738, 1.664, 0.900], [0.511, 1.766, -0.606], [-1.184, -0.107, -4.975], [-0.996, -0.875, -2.684], [2.573, 3.434, 1.081], [-0.192, 1.312, -3.312], [-1.659, -2.449, 1.539], [3.025, 4.678, 1.838], [-0.580, 1.086, -4.621], [3.068, 4.481, 2.906], [-1.352, -3.874, -0.063], [0.043, -4.977, 4.727], [1.457, 1.957, -1.128], [-1.493, -0.284, -5.993], [2.568, 3.651, 0.012], [-2.617, -2.125, 1.131], [0.456, 3.763, 1.288], [-2.256, -4.412, 2.263], [-0.200, 1.345, 1.358], [4.012, 4.991, 1.506], [0.138, -3.403, 0.803], [1.189, 2.860, 2.613], [-1.871, -2.005, -4.243], [-2.644, -3.088, 3.356], [1.484, 0.891, 1.095], [0.038, -1.294, -0.389], [0.269, 2.254, -3.061], [-1.141, -1.580, 1.950], [-0.191, 2.582, -0.825], [2.331, 5.499, 1.670], [3.287, 2.626, 1.256], [-0.410, 1.854, -5.361]],
  "atomic_forces_ev_per_a": [[-0.20, -0.11, -0.09], [-0.23, -0.54, 0.27], [-0.10, -0.16, -0.16], [0.13, 0.16, -0.06], [0.20, 0.03, 0.24], [-0.10, -0.14, -0.22], [0.21, -0.03, 0.18], [0.21, -0.25, -0.20], [0.04, -0.01, 0.14], [0.07, 0.06, 0.01], [-0.21, -0.08, 0.11], [0.10, 0.23, -0.14], [-0.16, 0.15, -0.25], [0.21, 0.23, 0.31], [0.02, 0.06, -0.08], [-0.03, 0.25, -0.13], [-0.20, 0.18, 0.21], [0.14, 0.17, 0.24], [0.13, -0.24, -0.02], [0.04, -0.18, -0.19], [-0.05, -0.08, 0.00], [0.01, 0.03, 0.13], [0.12, 0.02, 0.11], [-0.01, 0.27, -0.19], [-0.13, 0.01, -0.02], [-0.03, -0.03, -0.09], [0.07, -0.07, -0.07], [0.00, 0.03, 0.00], [-0.06, 0.07, 0.07], [-0.07, -0.01, 0.06], [0.00, -0.07, -0.01], [0.09, 0.11, 0.03], [-0.07, -0.04, -0.04], [-0.06, 0.07, 0.03], [-0.04, -0.06, 0.02], [-0.01, -0.10, 0.02], [0.00, -0.07, 0.03], [-0.08, 0.00, -0.15], [0.03, 0.06, 0.06], [-0.06, 0.04, -0.02], [0.06, -0.07, -0.04], [-0.05, 0.13, 0.02], [0.03, -0.07, -0.08], [0.02, 0.07, -0.05]],
  "nbo_charge": [-0.64, -0.69, -0.54, -0.60, -0.61, 0.41, 0.66, -0.39, -0.13, 0.80, -0.23, -0.52, -0.41, -0.06, -0.25, -0.22, -0.39, -0.33, -0.40, -0.60, -0.17, 0.20, 0.23, 0.50, 0.18, 0.22, 0.19, 0.22, 0.20, 0.23, 0.21, 0.21, 0.20, 0.21, 0.24, 0.24, 0.20, 0.42, 0.22, 0.21, 0.18, 0.20, 0.20, 0.21]
}

{
  "formula": "C16H23NO4",
  "method": "ωB97M-V with the def2-TZVPD basis set",
  "gap_ev": 9.12,
  "e_homo_ev": -8.55,
  "smiles": "CCCCCCOc1ccc([C@@H](CC(=O)O)C(N)=O)cc1",
  "multiplicity": 1,
  "total_charge": 0,
  "lumo_ev": 0.573,
  "e_tot_ha": -979.2497,
  "species": ["O", "O", "O", "O", "N", "C", "C", "C", "C", "C", "C", "C", "C", "C", "C", "C", "C", "C", "C", "C", "C", "H", "H", "H", "H", "H", "H", "H", "H", "H", "H", "H", "H", "H", "H", "H", "H", "H", "H", "H", "H", "H", "H", "H"],
  "coordinates": [[1.503, -1.662, 2.221], [-1.760, 2.643, 0.180], [2.319, -2.649, 0.418], [3.946, -1.557, -1.380], [3.786, 0.504, -2.248], [-2.937, 1.960, -0.209], [-4.309, -0.884, -0.734], [-5.544, -1.683, -1.156], [-4.598, 0.120, 0.381], [2.336, -1.712, 1.358], [2.009, 0.900, 0.069], [-3.359, 0.904, 0.815], [3.385, 0.273, 0.112], [1.779, 2.136, 0.662], [3.499, -0.724, 1.283], [-0.563, 2.006, 0.109], [-6.023, -2.660, -0.090], [-0.333, 0.776, -0.500], [3.724, -0.368, -1.228], [0.940, 0.237, -0.517], [0.515, 2.684, 0.681], [2.596, 2.670, 1.125], [-3.561, 1.416, 1.758], [1.090, -0.723, -0.990], [-3.931, -0.354, -1.611], [4.433, -1.285, 1.190], [3.534, 1.469, -2.131], [3.508, -0.164, 2.219], [-6.375, -2.136, 0.795], [3.967, 0.157, -3.177], [-4.977, -0.418, 1.251], [-6.844, -3.262, -0.473], [-3.698, 2.743, -0.272], [-1.133, 0.218, -0.958], [4.127, 1.064, 0.280], [3.017, -2.491, -0.265], [-5.374, 0.816, 0.054], [-2.813, 1.524, -1.207], [-3.533, -1.577, -0.401], [-5.216, -3.328, 0.203], [-5.299, -2.245, -2.061], [-6.352, -0.991, -1.407], [-2.531, 0.214, 0.989], [0.331, 3.640, 1.145]],
  "atomic_forces_ev_per_a": [[-0.09, -0.07, 0.02], [0.27, 0.14, 0.09], [-0.10, -0.42, -0.42], [0.09, -0.43, -0.09], [0.13, 0.07, -0.37], [-0.31, -0.34, 0.06], [-0.35, 0.13, -0.03], [0.20, -0.09, 0.07], [0.35, -0.10, -0.05], [0.39, 0.35, 0.30], [0.10, 0.12, -0.12], [-0.03, 0.21, -0.13], [-0.13, -0.24, 0.26], [-0.06, -0.10, -0.06], [0.05, -0.06, -0.11], [0.28, 0.06, 0.04], [-0.02, 0.16, -0.19], [-0.30, 0.08, -0.03], [0.07, 0.55, 0.14], [0.12, 0.18, 0.07], [-0.26, 0.00, -0.01], [0.10, 0.06, 0.05], [0.08, 0.01, 0.01], [0.00, -0.13, -0.04], [0.12, -0.02, -0.02], [0.00, 0.04, 0.05], [-0.05, -0.04, 0.03], [-0.04, -0.08, -0.08], [-0.05, -0.02, 0.14], [-0.02, 0.00, 0.07], [-0.11, 0.05, 0.02], [-0.08, -0.09, 0.05], [0.06, -0.13, -0.06], [-0.13, -0.03, -0.03], [-0.08, -0.09, -0.05], [-0.13, 0.13, 0.32], [-0.13, 0.01, 0.02], [-0.01, 0.08, 0.04], [0.11, -0.02, -0.02], [0.07, -0.11, 0.07], [-0.07, 0.05, -0.05], [-0.02, 0.02, -0.10], [0.01, -0.01, 0.06], [-0.03, 0.12, 0.06]],
  "nbo_charge": [-0.58, -0.49, -0.70, -0.65, -0.80, -0.06, -0.39, -0.39, -0.40, 0.79, -0.09, -0.43, -0.32, -0.18, -0.52, 0.32, -0.61, -0.31, 0.70, -0.14, -0.25, 0.21, 0.21, 0.21, 0.19, 0.23, 0.41, 0.24, 0.20, 0.41, 0.21, 0.21, 0.19, 0.22, 0.24, 0.51, 0.19, 0.17, 0.20, 0.20, 0.20, 0.19, 0.21, 0.23]
}

{
  "formula": "C16H24AlBF5N2O4PS",
  "method": "ωB97M-V with the def2-TZVPD basis set",
  "gap_ev": 3.50,
  "e_homo_ev": -13.63,
  "multiplicity": 1,
  "total_charge": 2,
  "lumo_ev": -10.130,
  "e_tot_ha": -2540.0384,
  "species": ["S", "P", "Al", "F", "F", "F", "F", "F", "O", "O", "O", "O", "N", "N", "C", "C", "C", "C", "C", "C", "C", "C", "C", "C", "C", "C", "C", "C", "C", "C", "B", "H", "H", "H", "H", "H", "H", "H", "H", "H", "H", "H", "H", "H", "H", "H", "H", "H", "H", "H", "H", "H", "H", "H", "H"],
  "coordinates": [[2.034, -1.534, 0.315], [0.858, 1.121, -3.018], [-7.745, -2.430, 1.275], [-5.472, -3.854, 0.710], [-4.115, -3.356, 2.373], [-3.327, -3.941, 0.450], [-2.012, 2.008, -0.882], [-2.031, 0.476, -2.445], [-0.409, 0.804, 0.689], [0.096, 2.513, -3.005], [1.451, 1.454, -0.516], [0.155, 0.075, -4.045], [3.217, 1.594, 1.302], [2.320, 1.338, -3.493], [-3.125, 0.031, -0.442], [1.797, -0.725, -1.289], [4.202, 1.472, 2.373], [-3.144, -1.261, 0.035], [-4.277, -1.810, 0.579], [-4.302, 0.758, -0.347], [-1.891, 0.680, -1.107], [4.044, -3.078, 1.408], [3.762, -2.115, 0.223], [-4.297, -3.243, 1.061], [0.381, 3.357, 0.641], [1.850, 1.558, 1.876], [-5.415, -1.062, 0.654], [-0.578, 0.109, -0.541], [0.787, 0.480, -1.228], [-5.442, 0.230, 0.189], [0.690, 1.696, 0.683], [4.541, 0.433, 2.461], [-0.560, -0.983, -0.494], [1.789, 2.391, 2.600], [5.059, 2.138, 2.243], [3.741, 1.743, 3.344], [2.776, -0.373, -1.622], [-2.277, -1.913, -0.005], [4.484, -1.295, 0.220], [4.276, -4.086, 1.061], [-4.299, 1.767, -0.750], [0.192, -0.801, -3.633], [3.216, -3.116, 2.123], [0.089, 3.742, 1.621], [-6.345, -1.516, 1.074], [1.762, 0.639, 2.464], [-6.363, 0.805, 0.225], [3.404, 2.486, 0.852], [-0.323, 3.618, -0.153], [2.488, 0.784, -4.328], [0.717, 3.174, -3.352], [1.339, 3.831, 0.396], [4.925, -2.690, 1.928], [3.851, -2.649, -0.728], [1.458, -1.471, -2.024]],
  "atomic_forces_ev_per_a": [[-0.21, -0.04, 0.48], [1.49, 0.22, -2.73], [-2.07, -1.54, 0.27], [-0.29, 0.30, 0.53], [-0.49, -0.04, -0.09], [-0.32, 0.04, 0.29], [0.69, 0.08, -0.28], [0.58, 0.03, 0.14], [0.29, 0.11, 0.99], [-0.55, -0.49, 0.63], [-2.07, 0.66, 1.43], [-0.49, 0.48, 1.71], [-0.47, 0.26, -0.56], [-0.18, 0.07, 0.66], [0.03, 0.05, 0.21], [0.13, -0.35, -0.20], [-0.34, -0.32, 1.13], [1.19, -0.70, -0.10], [-0.40, -0.86, 0.36], [0.67, 1.13, -0.77], [-1.83, -1.03, 0.47], [0.18, 0.59, -0.17], [0.01, -0.55, -0.30], [1.40, -0.11, -0.85], [0.90, 2.20, 0.72], [3.66, 1.63, 2.18], [-0.61, 0.11, 0.14], [1.60, 1.85, -0.41], [0.92, -1.41, -1.37], [-1.05, 0.13, 0.20], [-0.90, -2.36, -3.20], [-0.01, 0.21, -0.03], [-0.54, 0.17, 0.53], [-0.67, -0.13, -0.25], [-0.17, -0.14, -0.25], [0.34, -0.04, -0.07], [-0.32, 0.27, -0.01], [-0.03, 0.18, -0.07], [-0.40, 0.14, -0.02], [-0.17, 0.11, 0.04], [-0.19, -0.08, 0.17], [-0.25, -0.17, -0.47], [0.13, -0.07, -0.12], [-0.22, -0.52, -0.08], [2.25, 1.45, -0.34], [-0.88, -0.35, -0.81], [0.19, 0.04, -0.01], [-0.37, -0.17, -0.13], [-0.13, -0.82, 0.08], [0.36, 0.08, 0.09], [-0.08, -0.02, -0.13], [-0.11, -0.31, 0.06], [-0.17, -0.24, 0.10], [0.08, 0.10, 0.15], [-0.10, 0.19, 0.07]],
  "nbo_charge": [0.17, 2.20, 1.02, -0.35, -0.29, -0.30, -0.32, -0.31, -0.59, -0.97, -0.43, -0.92, -0.63, -1.26, -0.06, -0.57, -0.42, -0.19, -0.08, -0.14, 0.67, -0.62, -0.50, 0.97, -0.61, -0.26, -0.13, 0.05, -0.08, -0.20, 0.84, 0.21, 0.23, 0.21, 0.24, 0.19, 0.29, 0.24, 0.23, 0.24, 0.26, 0.50, 0.22, 0.26, -0.03, 0.28, 0.25, 0.37, 0.28, 0.40, 0.55, 0.25, 0.23, 0.22, 0.21]
}

{
  "formula": "C16H24AsBBrN4O3SZr",
  "method": "ωB97M-V with the def2-TZVPD basis set",
  "gap_ev": [4.92, 7.94],
  "e_homo_ev": [-5.46, -8.47],
  "s_squared": 0.783,
  "multiplicity": 2,
  "total_charge": 0,
  "lumo_ev": [-0.540, -0.534],
  "e_tot_ha": -6348.7842,
  "species": ["Zr", "Br", "As", "S", "O", "O", "O", "N", "N", "N", "N", "C", "C", "C", "C", "C", "C", "C", "C", "C", "C", "C", "C", "C", "C", "C", "C", "B", "H", "H", "H", "H", "H", "H", "H", "H", "H", "H", "H", "H", "H", "H", "H", "H", "H", "H", "H", "H", "H", "H", "H", "H"],
  "coordinates": [[-0.449, 0.294, 0.037], [3.733, 1.472, -6.133], [-0.561, -2.277, 1.325], [-2.223, 0.869, 2.044], [0.538, 1.389, 1.495], [0.463, 0.892, -1.727], [1.315, -0.670, -0.449], [0.031, 2.227, 2.404], [-2.140, -0.654, -1.007], [-0.525, 3.412, -0.639], [-1.494, 2.349, -0.741], [4.571, -1.281, -3.153], [2.598, 0.618, -3.685], [0.563, -2.906, 2.769], [1.480, 0.017, -1.596], [-2.325, -2.852, 1.887], [3.543, -1.121, -2.256], [4.649, -0.514, -4.319], [0.431, 4.049, 3.832], [-0.897, 3.945, 4.269], [-0.188, -3.583, -0.057], [2.523, -0.160, -2.499], [0.869, 3.167, 2.889], [-1.265, 2.085, 2.768], [-3.111, -1.160, -1.393], [-1.725, 2.986, 3.751], [3.645, 0.422, -4.549], [-4.422, -1.882, -1.868], [-2.584, -2.379, 2.833], [0.321, 3.026, -1.052], [1.832, 1.348, -3.903], [-0.283, -4.587, 0.357], [-1.791, 2.189, -1.701], [5.458, -0.642, -5.023], [-2.331, -3.936, 2.002], [1.609, -2.747, 2.516], [-2.301, 2.591, -0.176], [0.336, -2.379, 3.694], [5.342, -2.016, -2.956], [-4.061, -2.839, -2.513], [-3.060, -2.569, 1.135], [0.375, -3.971, 2.900], [-2.753, 2.892, 4.067], [0.819, -3.417, -0.436], [1.860, 3.132, 2.465], [-5.006, -2.197, -0.853], [-0.897, -3.459, -0.874], [3.496, -1.718, -1.356], [-5.035, -1.074, -2.526], [-1.275, 4.629, 5.018], [1.105, 4.800, 4.214], [-0.803, 4.190, -1.229]],
  "atomic_forces_ev_per_a": [[0.14, 0.03, -0.01], [-0.01, 0.01, -0.01], [-0.31, 0.14, -0.40], [-0.05, -0.05, -0.03], [0.20, 0.25, 0.00], [0.38, -0.05, -0.16], [0.07, 0.00, -0.31], [0.04, -0.19, -0.19], [-0.07, 0.08, 0.09], [-0.02, -0.12, -0.09], [0.17, -0.09, 0.06], [0.04, 0.00, -0.05], [-0.03, -0.01, 0.03], [0.03, -0.09, 0.04], [-0.59, 0.11, 0.61], [0.04, -0.09, 0.12], [-0.06, 0.05, 0.01], [-0.04, 0.00, 0.05], [-0.04, -0.05, -0.02], [0.04, 0.10, 0.07], [0.07, -0.07, 0.09], [0.19, -0.05, -0.11], [-0.10, -0.02, 0.05], [0.00, 0.19, 0.19], [-0.15, -0.16, -0.01], [0.00, -0.14, -0.11], [0.06, -0.02, -0.03], [0.17, 0.11, 0.03], [-0.01, 0.01, -0.01], [0.04, 0.04, 0.04], [-0.02, -0.01, 0.03], [0.03, -0.02, -0.05], [-0.03, -0.02, -0.01], [0.00, 0.01, 0.00], [-0.04, 0.01, 0.04], [0.00, 0.01, -0.03], [-0.03, 0.00, -0.01], [-0.04, 0.04, -0.02], [-0.01, 0.00, 0.00], [-0.01, 0.00, 0.00], [0.02, 0.01, -0.03], [0.05, 0.01, 0.06], [0.00, 0.01, 0.01], [0.00, -0.02, 0.00], [0.01, 0.03, 0.01], [0.01, 0.01, 0.00], [-0.03, 0.04, 0.02], [-0.01, 0.01, 0.00], [-0.02, -0.03, 0.00], [0.01, 0.00, -0.01], [-0.01, 0.01, 0.01], [-0.08, -0.01, 0.02]],
  "lowdin_spin": [0.10, -0.01, 0.00, 0.00, 0.01, 0.06, 0.06, 0.00, 0.00, 0.00, 0.00, 0.00, 0.12, 0.00, 0.30, 0.00, 0.11, 0.15, 0.00, 0.00, 0.00, 0.05, 0.00, 0.00, 0.01, 0.00, 0.00, 0.00, 0.00, 0.00, 0.01, 0.00, 0.00, 0.01, 0.00, 0.00, 0.00, 0.00, 0.00, 0.00, 0.00, 0.00, 0.00, 0.00, 0.00, 0.00, 0.00, 0.01, 0.00, 0.00, 0.00, 0.00]
}

Values for largest force on an atom, eV Å⁻¹, ordered as above
0.65; 0.60; 4.56; 0.85